DFT (ωB97M-V/def2-TZVPD) results for a 2-piece molecular cluster, CH5BO overall at a distorted geometry.

Each line ends with the Mulliken charge.
Positions of all 8 atoms, in Å:
B -1.438 -0.548 0.177  0.23
C 0.931 -0.568 0.021  -0.47
O -0.397 -0.149 -0.401  -0.29
H -1.415 -1.779 1.322  -0.14
H -2.636 -0.262 -0.022  -0.05
H 1.461 -0.709 -0.885  0.20
H 0.716 -1.382 0.715  0.34
H 1.428 0.343 0.516  0.18

Summary:
Calculated total energy: -3840.31110 eV
Max |F|: 7.1 eV Å⁻¹
HOMO level: -9.53 eV
Frontier orbital gap: 10.406 eV
2S+1: 1